Model P:
The following is a DFT calculation (ωB97M-V/def2-TZVPD) of an isolated molecule of C17H23NO5.

Each line ends with the Mulliken charge.
Positions of all 46 atoms, in Å:
1 C -4.572 -2.837 0.746  -1.16
2 C -5.636 -1.820 0.351  -0.44
3 C -5.152 -0.814 -0.694  -1.22
4 C -3.966 0.047 -0.230  0.93
5 C -3.579 1.047 -1.325  -1.39
6 C -2.352 1.874 -0.945  -1.02
7 C -1.088 1.028 -0.885  0.78
8 O -1.019 -0.103 -1.303  -0.65
9 N -0.043 1.711 -0.323  -0.11
10 C 1.273 1.298 -0.118  0.98
11 C 1.732 0.028 -0.464  -0.57
12 C 3.049 -0.315 -0.234  -0.71
13 C 3.930 0.596 0.344  0.12
14 C 5.349 0.269 0.605  0.64
15 O 6.143 1.042 1.088  -0.63
16 O 5.657 -0.989 0.257  -0.34
17 C 7.009 -1.398 0.452  -0.25
18 C 7.894 -0.969 -0.710  -1.11
19 C 3.468 1.865 0.689  -0.98
20 C 2.156 2.213 0.462  -0.46
21 C -4.364 0.790 1.023  0.14
22 O -5.146 1.703 1.081  -0.59
23 O -3.738 0.320 2.111  -0.41
24 H -3.763 -2.361 1.293  0.26
25 H -4.158 -3.317 -0.138  0.29
26 H -5.005 -3.604 1.383  0.39
27 H -6.497 -2.349 -0.066  0.42
28 H -5.981 -1.288 1.240  0.27
29 H -5.978 -0.148 -0.953  0.29
30 H -4.849 -1.349 -1.596  0.43
31 H -3.113 -0.593 -0.002  0.37
32 H -3.364 0.496 -2.241  0.50
33 H -4.422 1.717 -1.504  0.43
34 H -2.513 2.366 0.017  0.42
35 H -2.193 2.653 -1.697  0.46
36 H -0.233 2.658 -0.021  0.20
37 H 1.054 -0.678 -0.912  0.54
38 H 3.403 -1.298 -0.502  0.43
39 H 6.967 -2.486 0.534  0.31
40 H 7.380 -0.966 1.388  0.32
41 H 7.500 -1.356 -1.647  0.30
42 H 8.901 -1.351 -0.562  0.38
43 H 7.933 0.116 -0.764  0.31
44 H 4.159 2.564 1.136  0.45
45 H 1.803 3.198 0.732  0.33
46 H -4.036 0.786 2.908  0.35

The lowest unoccupied orbital energy is 0.498 eV. The net charge is 0. As for the SMILES: CCC[C@@H](CCC(=O)Nc1ccc(C(=O)OCC)cc1)C(=O)O. As for the HOMO-LUMO gap: 9.3 eV. For the molar mass, the calculation gives 321.4 g mol⁻¹.

---

Model Q:
The following is a DFT calculation (ωB97M-V/def2-TZVPD) of an isolated molecule of C17H23NO5.

Each line ends with the Mulliken charge.
Positions of all 46 atoms, in Å:
1 C -5.050 -2.194 -0.506  -1.11
2 C -5.772 -1.034 0.169  -0.47
3 C -5.239 0.336 -0.251  -0.61
4 C -3.818 0.604 0.241  -0.22
5 C -3.349 2.012 -0.136  -0.98
6 C -1.925 2.229 0.342  0.53
7 O -1.634 2.872 1.326  -0.65
8 N -0.999 1.617 -0.437  -0.01
9 C 0.402 1.557 -0.088  -1.00
10 C 1.271 2.132 -1.226  -0.71
11 C 2.727 1.863 -0.920  0.54
12 O 3.447 1.146 -1.563  -0.61
13 O 3.115 2.510 0.181  -0.27
14 C 4.449 2.277 0.610  -0.69
15 C 0.838 0.143 0.229  0.43
16 C 1.447 -0.136 1.442  -0.23
17 C 1.901 -1.413 1.765  -1.35
18 C 1.711 -2.398 0.827  1.11
19 C 1.091 -2.127 -0.394  0.28
20 C 0.650 -0.870 -0.717  -0.52
21 O 1.020 -3.277 -1.132  -0.50
22 C 1.641 -4.277 -0.352  -0.26
23 O 2.050 -3.723 0.880  -0.49
24 H -4.009 -2.244 -0.197  0.28
25 H -5.524 -3.136 -0.243  0.36
26 H -5.084 -2.086 -1.589  0.29
27 H -6.833 -1.085 -0.085  0.33
28 H -5.687 -1.135 1.254  0.32
29 H -5.900 1.108 0.150  0.32
30 H -5.266 0.413 -1.341  0.31
31 H -3.784 0.499 1.327  0.24
32 H -3.135 -0.134 -0.185  0.16
33 H -3.404 2.147 -1.219  0.34
34 H -3.988 2.754 0.343  0.41
35 H -1.305 1.052 -1.213  0.33
36 H 0.515 2.184 0.802  0.59
37 H 1.028 1.652 -2.174  0.31
38 H 1.103 3.206 -1.304  0.45
39 H 4.580 1.225 0.871  0.30
40 H 5.154 2.534 -0.183  0.29
41 H 4.604 2.910 1.480  0.24
42 H 1.578 0.660 2.158  0.50
43 H 2.378 -1.623 2.707  0.43
44 H 0.191 -0.684 -1.674  0.48
45 H 0.928 -5.096 -0.169  0.25
46 H 2.518 -4.672 -0.889  0.26

The lowest unoccupied orbital energy is 0.642 eV. The net charge is 0. As for the SMILES: CCCCCC(=O)N[C@H](CC(=O)OC)c1ccc2c(c1)OCO2. As for the HOMO-LUMO gap: 8.9 eV. For the molar mass, the calculation gives 321.4 g mol⁻¹.

---

Name the most stable of them. model P.

---

Model P:
The following is a DFT calculation (ωB97M-V/def2-TZVPD) of an isolated molecule of C5H12N2S.

Each line ends with the Mulliken charge.
Positions of all 20 atoms, in Å:
1 C -1.664 2.238 0.260  -0.89
2 N -0.529 1.312 0.278  -0.30
3 C -0.292 0.268 -0.330  0.37
4 N -1.403 -0.600 -0.780  -0.43
5 S -2.700 -1.145 0.100  -0.19
6 C 1.053 -0.590 -0.250  0.21
7 C 2.417 0.281 -0.346  -1.38
8 C 1.066 -1.686 0.825  -1.05
9 H -2.083 2.410 1.372  0.25
10 H -1.204 3.237 0.172  0.33
11 H -2.351 2.038 -0.491  0.38
12 H -0.897 -1.462 -1.227  0.37
13 H -3.912 -1.064 -0.763  0.13
14 H 1.243 -1.105 -1.230  0.23
15 H 2.742 0.947 -1.271  0.27
16 H 3.313 -0.302 -0.090  0.38
17 H 2.420 0.785 0.646  0.36
18 H 0.847 -1.132 1.838  0.28
19 H 1.853 -2.371 0.755  0.44
20 H 0.081 -2.059 0.533  0.22

The lowest unoccupied orbital energy is 0.709 eV. The net charge is 0. As for the SMILES: C/N=C(\NS)C(C)C. As for the HOMO-LUMO gap: 9.6 eV. For the molar mass, the calculation gives 132.2 g mol⁻¹.

---

Model Q:
The following is a DFT calculation (ωB97M-V/def2-TZVPD) of an isolated molecule of C5H12N2S.

Each line ends with the Mulliken charge.
Positions of all 20 atoms, in Å:
1 C -2.110 -0.110 -0.264  -1.29
2 C -0.559 -0.378 0.111  1.15
3 N -0.657 -0.332 1.616  -0.73
4 C 0.461 -1.552 -0.328  -1.22
5 C 1.479 -0.444 -0.834  0.29
6 S 2.758 0.119 0.361  -0.33
7 C 0.294 0.740 -0.568  -1.09
8 N 0.464 2.076 -0.099  -0.60
9 H -2.365 -0.083 -1.376  0.31
10 H -2.729 -0.927 0.033  0.40
11 H -2.392 0.956 0.314  0.24
12 H 0.303 -0.375 2.194  0.32
13 H -1.045 0.585 1.975  0.23
14 H 0.796 -1.959 0.589  0.43
15 H 0.184 -2.078 -1.252  0.30
16 H 1.831 -0.603 -1.984  0.32
17 H 3.672 -0.862 0.750  0.13
18 H -0.021 0.745 -1.573  0.38
19 H -0.484 2.359 -0.703  0.40
20 H 0.118 2.125 1.039  0.33

The lowest unoccupied orbital energy is 0.675 eV. The net charge is 0. As for the SMILES: C[C@@]1(N)C[C@H](S)[C@@H]1N. As for the HOMO-LUMO gap: 9.4 eV. For the molar mass, the calculation gives 132.2 g mol⁻¹.

---

Name the most stable of them. model P.

---

Model P:
The following is a DFT calculation (ωB97M-V/def2-TZVPD) of a cluster of 2 separate species, H3O6 in total.

Each line ends with the Mulliken charge.
Positions of all 9 atoms, in Å:
1 O -0.662 0.694 -0.673  -0.16
2 O 0.085 -0.635 -2.310  -0.25
3 O 1.334 -0.239 2.193  -0.20
4 O -0.581 0.421 1.291  -0.04
5 O -1.025 -0.117 -1.762  0.11
6 O 0.008 -0.455 1.897  0.31
7 H -1.418 1.307 -0.543  0.43
8 H 0.610 0.075 -2.744  0.40
9 H 1.649 -1.050 2.652  0.41

The lowest unoccupied orbital energy (spin up / spin down) is -7.478 / -8.831 eV. The net charge is +1. As for the HOMO-LUMO gap (spin up / spin down): 9.1 / 6.5 eV. For the molar mass, the calculation gives 99.0 g mol⁻¹.

---

Model Q:
The following is a DFT calculation (ωB97M-V/def2-TZVPD) of a structure of composition H3O6.

Each line ends with the Mulliken charge.
Positions of all 9 atoms, in Å:
1 O 0.139 1.244 0.540  -0.15
2 O 1.399 -0.586 -0.498  -0.19
3 O -2.467 -0.716 0.321  -0.21
4 O -1.360 1.146 -0.272  0.07
5 O 1.150 0.748 -0.485  0.02
6 O -1.739 0.026 -0.604  0.25
7 H 0.308 2.151 0.453  0.42
8 H 2.218 -0.673 0.006  0.39
9 H -2.605 -1.565 -0.059  0.38

The lowest unoccupied orbital energy (spin up / spin down) is -7.460 / -7.460 eV. The net charge is +1. As for the HOMO-LUMO gap (spin up / spin down): 9.3 / 9.3 eV. For the molar mass, the calculation gives 99.0 g mol⁻¹.

---

Name the most stable of them. model P.